Below is the molecule C4H12N4O in a non-equilibrium geometry, with properties calculated with the ωB97M-V functional and the def2-TZVPD basis.

Values from the calculation:
* lowest unoccupied orbital energy: 0.7 eV
* frontier orbital gap: 7.408 eV
* total charge: 0
* relative energy (zero: lowest compared OMol25 entry of this formula, charge and spin): 157.1 kcal/mol
* E_HOMO: -6.68 eV

Geometry as XYZ:
```
21
C4H12N4O | the Open Molecules 2025 dataset | the ωB97M-V functional and the def2-TZVPD basis
C -1.773 -0.098 -0.794
C -0.733 0.781 -0.149
N -0.964 2.136 -0.275
O -1.039 -0.475 1.907
N -0.267 0.455 1.183
H -0.825 -1.342 1.459
H -0.608 2.747 0.447
H -1.396 2.526 -1.100
H -1.470 -1.144 -0.748
H -1.941 0.204 -1.831
H -2.713 -0.004 -0.248
N 0.852 0.378 -0.808
N 1.235 -0.659 -1.700
C 1.196 -0.026 0.940
C 1.477 -1.308 1.384
H 1.372 1.218 -1.058
H 2.031 -1.151 -1.287
H 0.481 -1.344 -1.740
H 1.899 0.755 1.212
H 2.220 -1.448 2.157
H 0.968 -2.202 1.048
```